[1]
This record from the Open Molecules 2025 dataset describes C19H25Cl2FN5O4PRb as an isolated structure. The level of theory is the ωB97M-V functional and the def2-TZVPD basis.

Last column: Mulliken charge in e.
Element x y z (Å)
Rb1 1.390 0.373 1.480  0.9884
C1 -0.230 -1.046 4.186  -0.3155
C2 1.053 -0.913 4.701  -0.4660
C3 1.564 0.350 4.971  -0.4528
C4 0.793 1.479 4.726  -0.4309
C5 -0.491 1.346 4.212  -0.4173
C6 -1.002 0.083 3.942  -0.3271
H1 -0.636 -2.032 3.995  0.3776
H2 1.645 -1.794 4.914  0.4141
H3 2.553 0.453 5.398  0.4028
H4 1.181 2.461 4.962  0.4014
H5 -1.101 2.225 4.047  0.4051
H6 -2.012 -0.021 3.565  0.3840
F1 0.134 6.745 -2.066  -0.2994
C7 0.738 5.758 -1.406  0.1728
C8 0.990 4.587 -1.997  0.1010
N1 1.628 3.557 -1.344  0.2593
C9 1.761 2.239 -1.943  -1.1329
C10 0.828 1.198 -1.296  0.4791
O1 -0.102 1.593 -0.573  -0.6599
O2 1.113 -0.005 -1.545  -0.5300
C11 1.975 3.664 -0.023  0.4333
O3 2.477 2.737 0.600  -0.7894
N2 1.735 4.885 0.549  -0.0538
C12 1.114 6.007 -0.019  0.3216
O4 0.943 7.018 0.611  -0.5949
H7 0.709 4.417 -3.027  0.3803
H8 2.787 1.890 -1.838  0.2741
H9 1.537 2.315 -3.005  0.3126
H10 2.024 4.987 1.512  0.2332
Cl1 4.421 -0.331 0.437  -0.1238
C13 3.638 -1.708 -0.350  0.0345
Cl2 2.701 -2.645 0.837  -0.1386
H11 4.398 -2.350 -0.777  0.4280
H12 2.949 -1.316 -1.094  -0.0707
C14 -3.598 -2.534 -1.813  -0.7843
N3 -2.585 -1.531 -2.370  0.0775
C15 -1.541 -2.307 -3.188  -0.7968
N4 -0.952 -3.336 -2.414  0.1836
C16 -1.971 -4.240 -1.895  -0.9103
N5 -2.946 -3.543 -1.059  0.1593
C17 -2.348 -3.031 0.182  -1.0716
P1 -0.967 -1.795 -0.087  0.8058
C18 -1.934 -0.739 -1.275  -1.0479
C19 -0.072 -2.815 -1.363  -0.9745
H13 -4.110 -2.965 -2.674  0.3653
H14 -4.304 -1.969 -1.204  0.3759
H15 -3.070 -0.887 -2.995  0.3420
H16 -0.797 -1.579 -3.510  0.4336
H17 -2.079 -2.720 -4.042  0.3302
H18 -1.491 -5.021 -1.308  0.3755
H19 -2.497 -4.704 -2.732  0.3123
H20 -1.964 -3.877 0.755  0.4412
H21 -3.129 -2.567 0.789  0.4191
H22 -1.249 -0.023 -1.717  0.6303
H23 -2.711 -0.192 -0.740  0.4108
H24 0.421 -3.655 -0.871  0.4901
H25 0.688 -2.177 -1.807  0.4323

Forces on the atoms, in the same order (eV/Å):
-0.111 0.001 0.448
-0.033 -0.024 -0.022
0.031 -0.053 -0.002
0.032 0.017 0.024
0.017 0.042 0.037
-0.047 0.032 0.005
-0.030 -0.027 -0.006
0.000 0.001 -0.002
0.006 0.001 -0.013
0.010 0.002 -0.025
0.012 -0.001 -0.022
0.010 0.001 -0.025
0.007 0.003 -0.014
0.003 0.009 0.019
0.010 -0.073 -0.027
-0.083 0.200 -0.027
0.022 -0.087 0.107
-0.005 -0.045 0.050
0.134 -0.035 -0.313
-0.155 0.134 -0.012
0.068 0.002 0.031
0.028 0.016 -0.084
0.050 0.088 0.036
-0.015 0.042 0.021
0.038 -0.054 -0.007
-0.027 0.013 -0.023
0.013 -0.041 0.005
-0.010 0.003 -0.009
-0.007 0.012 -0.006
0.001 -0.011 -0.004
0.162 0.024 -0.113
-0.005 0.132 -0.067
-0.024 -0.184 -0.016
-0.002 -0.025 0.059
-0.007 -0.010 0.017
0.010 0.003 0.023
-0.050 -0.015 -0.016
-0.016 0.031 -0.043
0.031 -0.057 -0.041
0.011 0.018 0.035
-0.079 -0.028 -0.012
0.100 0.110 0.044
-0.162 -0.182 -0.081
0.147 -0.038 0.117
-0.085 0.042 0.011
0.007 0.002 -0.004
0.009 0.002 0.000
0.001 -0.008 -0.006
-0.006 -0.007 -0.012
0.009 0.018 0.001
0.003 0.000 -0.004
0.002 0.002 -0.001
-0.006 -0.006 0.001
-0.024 -0.034 -0.004
-0.023 0.042 -0.022
-0.014 0.001 -0.019
0.001 0.018 0.021
0.040 -0.021 -0.012

Output
Charge: +1
Relative energy (zero: lowest compared OMol25 entry of this formula, charge and spin): 0.0 kcal/mol


[2]
This record from the Open Molecules 2025 dataset describes one molecule with the formula C19H25F3N2O4S. The level of theory is the ωB97M-V functional and the def2-TZVPD basis.

Last column: Mulliken charge in e.
Element x y z (Å)
O1 -0.973 -2.750 0.911  -0.6536
C1 -1.942 -2.244 0.395  0.3375
N1 -1.878 -1.273 -0.570  0.1658
C2 -0.752 -0.692 -1.130  0.2537
C3 0.535 -1.201 -0.980  -0.8393
C4 1.599 -0.546 -1.565  -0.0003
C5 1.424 0.590 -2.327  -0.6991
C6 0.147 1.099 -2.502  -0.6520
C7 -0.931 0.474 -1.898  0.7401
O2 -2.247 0.922 -2.043  -0.5412
C8 -2.485 2.284 -1.845  -0.8214
C9 -2.284 2.673 -0.374  0.9671
F1 -2.749 3.905 -0.132  -0.2918
F2 -0.996 2.664 -0.008  -0.2467
F3 -2.925 1.837 0.450  -0.2482
H1 -3.535 2.457 -2.097  0.3746
H2 -1.849 2.935 -2.455  0.3173
H3 0.000 1.978 -3.110  0.3339
H4 2.280 1.053 -2.789  0.5266
S1 3.269 -1.156 -1.277  1.2291
O3 3.196 -2.559 -1.006  -0.7303
O4 4.079 -0.699 -2.370  -0.7496
N2 3.808 -0.401 0.087  0.1361
C10 4.294 0.948 -0.029  -0.9950
C11 3.361 2.032 0.524  0.0439
C12 3.311 2.021 2.053  -0.8042
H5 4.306 1.768 2.425  0.3251
C13 2.279 1.061 2.654  -0.8713
C14 2.075 -0.244 1.879  0.2584
H6 1.560 -0.953 2.529  0.6053
C15 3.364 -0.897 1.366  -1.1350
H7 4.173 -0.769 2.091  0.4689
H8 3.201 -1.965 1.214  0.3814
H9 1.420 -0.063 1.027  -0.3199
H10 2.585 0.830 3.677  0.3028
H11 1.311 1.564 2.712  0.3421
H12 3.085 3.027 2.413  0.3902
H13 2.359 1.921 0.107  -0.1156
H14 3.755 2.994 0.190  0.4158
H15 5.258 1.014 0.491  0.4353
H16 4.476 1.102 -1.093  0.3646
H17 0.706 -2.097 -0.406  0.6510
H18 -2.749 -0.849 -0.863  0.1436
C16 -3.360 -2.621 0.756  -0.0759
H19 -3.302 -3.416 1.499  0.5950
C17 -4.292 -2.928 -0.437  -0.8035
H20 -4.824 -3.870 -0.327  0.2788
H21 -3.809 -2.918 -1.413  0.3196
C18 -5.142 -1.693 -0.102  -0.4995
H22 -5.088 -0.897 -0.844  0.2061
H23 -6.191 -1.901 0.094  0.3194
C19 -4.288 -1.449 1.151  -0.5453
H24 -4.818 -1.627 2.083  0.3167
H25 -3.806 -0.475 1.212  0.0930

Forces on the atoms, in the same order (eV/Å):
0.317 -0.106 0.084
-0.453 -0.086 0.147
-0.367 0.228 -0.225
0.314 0.347 -0.208
-0.116 -0.197 0.001
0.552 -0.188 -0.029
0.060 0.082 -0.063
-0.166 -0.105 0.054
0.031 -0.138 0.074
0.500 -0.503 -0.038
-0.088 0.450 0.353
-0.016 0.022 0.008
-0.121 0.183 -0.219
0.201 -0.035 -0.083
-0.179 -0.226 0.003
0.190 0.043 0.046
-0.109 -0.096 0.064
-0.039 0.075 -0.050
0.070 0.113 -0.114
0.132 0.168 -0.042
-0.307 0.018 0.251
-0.180 0.252 0.054
-0.099 -0.573 -0.881
0.037 0.581 -0.338
0.261 -0.080 0.204
-0.240 0.063 -0.048
0.071 0.063 0.040
0.039 -0.041 -0.089
0.163 0.102 0.186
-0.082 -0.043 -0.058
-0.490 -0.396 0.335
0.058 -0.063 -0.052
0.081 0.035 0.286
-0.027 -0.045 0.092
-0.077 0.017 0.062
-0.013 0.018 0.094
0.099 -0.006 0.057
-0.063 0.054 -0.105
-0.028 0.007 -0.065
-0.048 -0.003 -0.074
0.160 0.179 0.144
-0.082 -0.044 0.043
0.115 -0.074 0.068
0.287 -0.304 0.263
0.101 0.094 -0.087
-0.062 -0.241 -0.223
0.013 -0.036 -0.019
0.000 -0.057 -0.034
-0.317 0.114 -0.104
-0.025 0.056 -0.050
-0.047 0.060 -0.053
-0.050 0.207 0.243
0.017 0.014 0.041
0.018 0.043 0.054

Output
E: -1847.2593 Eh
SMILES: O=C(Nc1cc(S(=O)(=O)N2CCCCCC2)ccc1OCC(F)(F)F)C1CCC1


[3]
This record from the Open Molecules 2025 dataset describes C19H25F5N5O4S2TeV as an isolated structure. The level of theory is the ωB97M-V functional and the def2-TZVPD basis.

Last column: Mulliken charge in e.
Element x y z (Å)
V1 0.401 0.182 -0.863  1.2773
C1 -4.618 1.377 0.607  -1.0299
N1 -3.169 1.564 0.496  0.2161
C2 -2.601 2.635 1.323  -0.9682
C3 -2.421 0.784 -0.217  1.0871
O1 -1.150 0.979 -0.275  -0.3191
C4 -2.998 -0.300 -1.100  -1.3764
O2 -1.933 -0.997 -1.697  -0.4148
C5 -1.854 -2.385 -1.428  -1.1402
C6 -0.538 -2.675 -0.734  0.6275
O3 0.271 -1.718 -0.554  -0.2606
N2 -0.193 -3.890 -0.412  0.1862
C7 -1.036 -5.057 -0.665  -0.9717
C8 1.143 -4.166 0.134  -1.0538
H1 -4.839 0.842 1.531  0.3384
H2 -5.088 2.357 0.633  0.3704
H3 -5.017 0.826 -0.238  0.4270
H4 -3.107 2.619 2.286  0.3844
H5 -1.541 2.464 1.467  0.2679
H6 -2.778 3.595 0.839  0.3361
H7 -3.642 -0.951 -0.510  0.6019
H8 -3.600 0.176 -1.882  0.5492
H9 -2.687 -2.723 -0.811  0.5561
H10 -1.881 -2.926 -2.377  0.5423
H11 -2.051 -4.772 -0.920  0.3832
H12 -0.611 -5.646 -1.478  0.3451
H13 -1.066 -5.667 0.236  0.3413
H14 1.541 -3.277 0.611  0.3305
H15 1.054 -4.971 0.859  0.3296
H16 1.815 -4.469 -0.668  0.3831
S1 -2.184 -1.646 1.949  -0.5126
C9 -1.407 -0.772 3.159  0.1122
N3 -1.336 -1.324 4.413  -0.0179
C10 -0.726 -0.733 5.459  -0.1277
C11 -0.144 0.484 5.278  -0.8702
C12 -0.251 1.031 3.991  0.0912
N4 -0.853 0.447 2.974  -0.0449
H17 -1.777 -2.228 4.526  0.2663
H18 -0.736 -1.271 6.396  0.4241
H19 0.358 0.998 6.081  0.4261
H20 0.182 2.006 3.788  0.4461
S2 1.075 3.712 -3.627  -0.1440
C13 0.350 2.486 -2.728  -0.1396
N5 1.021 2.034 -1.699  0.3538
C14 2.252 2.699 -1.570  -0.2988
C15 3.247 2.499 -0.610  -0.5189
C16 4.397 3.255 -0.692  -0.7998
C17 4.580 4.208 -1.701  -0.5782
C18 3.603 4.427 -2.647  -0.5528
C19 2.442 3.661 -2.568  0.8973
H21 -0.607 2.077 -3.024  0.3771
H22 3.126 1.780 0.185  0.5783
H23 5.177 3.109 0.044  0.4441
H24 5.496 4.780 -1.738  0.4266
H25 3.733 5.163 -3.428  0.4313
F1 5.683 -1.146 -2.804  -0.3808
Te1 3.881 -0.934 -2.504  1.7829
F2 3.245 -2.305 -3.562  -0.4089
F3 3.848 0.079 -4.125  -0.4980
F4 4.014 -2.322 -1.175  -0.5141
F5 1.007 -0.350 -2.442  -0.4998
O4 1.498 0.286 0.205  -0.4966

Forces on the atoms, in the same order (eV/Å):
1.027 -0.383 -0.474
-0.022 -0.004 -0.006
0.032 -0.032 0.035
0.010 0.043 -0.021
0.016 0.044 -0.024
-0.079 0.203 0.324
-0.027 0.030 0.008
0.028 -0.072 0.024
-0.021 0.008 -0.010
0.035 -0.078 -0.370
-0.239 0.108 0.578
-0.014 0.022 -0.005
-0.015 -0.013 0.009
0.033 -0.002 0.002
0.008 -0.008 -0.001
0.006 0.001 0.003
0.006 0.007 -0.012
0.004 -0.011 0.000
-0.022 0.002 -0.013
-0.014 0.000 -0.006
0.004 0.007 0.023
0.016 -0.025 -0.019
-0.009 0.014 0.006
0.011 0.017 -0.002
0.006 0.001 -0.012
0.005 0.001 0.004
-0.001 0.004 0.003
-0.009 0.001 0.003
-0.008 0.000 -0.002
-0.007 0.003 -0.004
-0.023 0.066 0.000
-0.067 -0.076 -0.073
0.029 -0.004 0.035
-0.001 0.002 -0.004
0.007 0.015 0.006
-0.013 -0.027 -0.015
0.061 -0.010 0.038
-0.002 -0.001 -0.008
-0.003 -0.005 -0.003
0.000 -0.001 0.000
0.003 0.008 0.007
0.019 0.029 -0.009
-0.062 -0.041 0.008
-0.334 -0.048 -0.021
-0.031 -0.012 -0.053
0.017 -0.009 0.029
-0.019 -0.012 0.004
-0.007 0.013 -0.018
0.018 0.012 0.008
0.009 -0.019 0.014
0.000 0.000 0.010
0.006 0.001 0.000
-0.002 -0.001 0.002
0.000 0.000 0.001
0.001 -0.001 -0.001
-0.007 -0.111 0.040
-0.027 0.211 -0.048
-0.065 -0.007 0.007
-0.001 0.048 -0.002
0.029 -0.081 0.061
0.031 0.047 0.065
-0.324 0.129 -0.121

Output
Charge: +2
Relative energy (zero: lowest compared OMol25 entry of this formula, charge and spin): 0.0 kcal/mol


[4]
This record from the Open Molecules 2025 dataset describes C19H25IrN2 as an isolated structure. The level of theory is the ωB97M-V functional and the def2-TZVPD basis.

Last column: Mulliken charge in e.
Element x y z (Å)
C1 0.061 0.083 -4.813  0.9755
C2 -0.516 -1.260 -4.915  -1.2596
C3 -0.801 1.254 -4.972  -1.2038
C4 1.517 0.242 -4.854  -1.2801
H1 -0.956 1.503 -6.042  0.3619
H2 -0.364 2.149 -4.501  0.2699
H3 -1.800 1.084 -4.539  0.2564
H4 -0.596 -1.596 -5.969  0.3292
H5 -1.533 -1.298 -4.493  0.3031
H6 0.106 -2.004 -4.391  0.3159
H7 1.896 0.265 -5.896  0.3630
H8 2.025 -0.597 -4.352  0.2988
H9 1.840 1.181 -4.379  0.2866
C5 -1.966 -0.146 1.300  -0.7114
C6 -2.261 0.830 0.258  -0.9678
C7 -2.090 0.142 -1.024  -0.1129
H10 -2.542 1.875 0.402  0.5493
C8 -1.830 -1.247 -0.727  -0.5090
C9 -1.827 -1.418 0.677  -0.3623
H11 -1.759 -2.367 1.209  0.6767
H12 -1.948 0.041 2.379  0.5132
H13 -2.240 0.571 -2.015  0.5758
H14 -1.719 -2.036 -1.477  0.3913
C10 2.185 0.857 0.467  -0.4165
C11 1.207 1.658 1.143  -0.6665
C12 0.461 2.380 0.129  -1.0589
H15 1.088 1.782 2.228  0.4390
C13 0.886 1.840 -1.164  -0.0522
C14 1.956 0.906 -0.914  -0.5813
H16 2.539 0.376 -1.674  0.4733
H17 3.001 0.319 0.947  0.7221
H18 -0.294 3.155 0.304  0.5169
H19 0.530 2.169 -2.144  0.5335
Ir1 -0.282 0.499 -0.043  0.9274
N1 2.529 -1.042 2.523  -0.4328
C15 2.122 -2.151 1.842  0.4955
C16 2.890 -3.357 1.969  -0.8060
C17 2.262 -4.571 1.679  -0.3486
C18 1.018 -4.487 1.043  -0.9505
C19 0.560 -3.248 0.614  -0.1116
N2 1.046 -2.073 1.033  0.2071
H20 1.808 -0.362 2.810  0.2309
H21 3.332 -1.140 3.134  0.2000
H22 3.902 -3.219 2.360  0.3127
H23 2.732 -5.500 1.940  0.4550
H24 0.380 -5.344 0.890  0.3944
H25 -0.303 -3.190 -0.042  0.4579

Forces on the atoms, in the same order (eV/Å):
0.028 -0.084 0.563
-0.311 -0.784 -0.007
-0.550 0.739 -0.086
0.851 0.051 -0.015
-0.036 0.041 0.257
-0.132 -0.161 -0.191
0.205 0.089 -0.185
-0.024 -0.006 0.248
0.196 -0.036 -0.166
-0.173 0.128 -0.197
0.014 0.013 0.260
-0.062 0.204 -0.185
-0.018 -0.172 -0.170
-1.277 -0.258 0.447
-1.495 0.174 0.371
-1.572 -0.505 -0.465
-0.234 -0.562 -0.076
-0.930 0.189 -0.785
-0.666 0.000 1.073
0.065 0.519 -0.203
-0.219 -0.063 -0.629
-0.140 -0.198 0.397
0.020 0.399 0.306
0.617 0.491 1.038
1.007 0.822 0.490
0.502 1.489 0.134
0.239 0.134 -0.692
0.956 1.251 -0.905
0.202 0.983 -1.084
-0.412 0.232 0.323
-0.546 0.208 -0.301
0.719 -0.155 -0.167
0.276 -0.059 0.483
2.736 -4.801 -0.089
-0.334 0.678 0.630
0.393 -0.886 -0.537
-0.765 0.364 0.040
0.260 1.805 -0.057
-0.186 0.253 -0.199
-0.327 -0.682 0.265
0.651 0.110 0.514
0.826 -0.769 -0.329
-0.480 0.003 0.005
-0.422 -0.534 0.143
0.053 -0.284 -0.049
0.241 -0.187 -0.335
0.253 -0.181 0.117

Output
⟨S²⟩: 8.78
Charge: +1
Relative energy (zero: lowest compared OMol25 entry of this formula, charge and spin): 32.9 kcal/mol
Spin multiplicity: 6